No. 1
Entry from the Open Molecules 2025 dataset: a gas-phase ion, NO4S2 (charge +1) (ωB97M-V/def2-TZVPD).

The molar mass comes out at 142.137 g mol⁻¹. The energy comes out at -1151.54908 Eh. The calculation puts the HOMO-LUMO gap at 0.347 Eh. As for the total charge: +1.

The geometry in XYZ format:
```
7
NO4S2 ωB97M-V/def2-TZVPD
N 1.149 1.230 0.692
O -2.009 0.773 -0.967
O -2.110 -0.788 0.979
O -0.127 -0.716 -0.457
O 2.531 -0.813 -0.509
S -1.506 -0.246 -0.158
S 1.575 0.068 -0.004
```

***

No. 2
Entry from the Open Molecules 2025 dataset: a single C4H7NO2 molecule (ωB97M-V/def2-TZVPD).

The molar mass comes out at 101.105 g mol⁻¹. Its structure (SMILES) is CC(=O)NCC=O. The energy comes out at -361.81654 Eh. The calculation puts the HOMO-LUMO gap at 0.362 Eh.

The geometry in XYZ format:
```
14
C4H7NO2 ωB97M-V/def2-TZVPD
C -0.963 -0.886 1.325
C -1.432 0.063 0.263
O -2.528 0.627 0.185
N -0.553 0.115 -0.829
C 0.778 -0.540 -0.852
C 1.851 0.544 -0.455
O 2.792 0.342 0.326
H -0.831 -1.891 1.107
H -1.803 -0.883 2.007
H -0.097 -0.535 1.856
H -0.883 0.694 -1.619
H 1.037 -0.871 -1.894
H 0.907 -1.404 -0.102
H 2.019 1.246 -1.315
```

***

No. 3
Entry from the Open Molecules 2025 dataset: a single C3H4O3S molecule (ωB97M-V/def2-TZVPD).

The molar mass comes out at 120.129 g mol⁻¹. The energy comes out at -740.44156 Eh. The calculation puts the HOMO-LUMO gap at 0.346 Eh.

The geometry in XYZ format:
```
11
C3H4O3S ωB97M-V/def2-TZVPD
C 0.292 -0.709 0.482
C -0.522 0.560 0.476
C 0.158 0.253 -0.597
O -2.343 0.145 -1.494
O -2.993 1.074 0.682
O -2.338 -1.260 0.492
S -2.425 0.028 -0.110
H 1.296 -0.720 0.975
H -0.239 -1.619 0.766
H -0.885 1.225 1.160
H 0.430 0.251 -1.579
```

***

No. 4
Entry from the Open Molecules 2025 dataset: a molecular structure, C15H34Hg2NO5S2 (ωB97M-V/def2-TZVPD).

The molar mass comes out at 773.753 g mol⁻¹. The energy comes out at -2124.77822 Eh. The calculation puts the HOMO-LUMO gap at 0.072 Eh. As for the total charge: +3.

The geometry in XYZ format:
```
59
C15H34Hg2NO5S2 ωB97M-V/def2-TZVPD
Hg 4.562 0.295 -0.686
Hg 2.443 0.202 -4.275
C 1.572 1.388 -1.437
O 2.684 0.672 -1.954
H 1.301 1.154 -0.403
H 1.812 2.454 -1.455
H 0.680 1.211 -2.039
C 0.869 3.052 2.391
C -0.468 2.887 3.064
N -1.400 2.199 2.187
C -1.254 0.733 2.214
C -1.999 -0.058 1.152
C -2.794 2.662 2.244
C -3.285 3.005 0.818
H 1.312 2.107 2.073
H 1.541 3.476 3.146
H 0.938 3.808 1.608
H -0.208 2.301 3.961
H -0.772 3.833 3.513
H -0.199 0.457 2.213
H -1.635 0.422 3.198
H -1.800 -1.121 1.275
H -3.078 0.082 1.168
H -1.590 0.255 0.188
H -2.961 3.386 3.036
H -3.431 1.810 2.505
H -4.370 3.073 0.927
H -3.016 2.288 0.048
H -3.015 3.984 0.418
C -1.590 -2.316 -4.347
C -1.140 -1.835 -5.701
C -1.609 -0.388 -5.891
S -1.161 0.282 -4.287
O -2.239 1.101 -3.797
O 0.227 0.780 -4.437
C -1.169 -1.248 -3.313
H -1.297 -3.342 -4.146
H -2.683 -2.252 -4.341
H -1.367 -2.400 -6.606
H -0.040 -1.909 -5.706
H -2.697 -0.427 -5.883
H -1.100 0.300 -6.560
H -1.926 -1.072 -2.552
H -0.204 -1.301 -2.803
C 2.678 -2.393 3.917
C 2.569 -3.636 3.010
C 3.044 -3.100 1.605
S 2.221 -1.469 1.453
O 0.974 -1.644 0.761
O 3.227 -0.498 0.933
C 1.941 -1.260 3.243
H 3.754 -2.224 3.820
H 2.395 -2.538 4.956
H 1.676 -4.243 2.867
H 3.297 -4.375 3.349
H 2.535 -3.728 0.871
H 4.094 -3.121 1.323
H 0.898 -1.460 3.503
H 2.254 -0.303 3.660
```

***

No. 5
Entry from the Open Molecules 2025 dataset: 8 unconnected molecules or ions with the total composition C10H31N5O15S (ωB97M-V/def2-TZVPD).

The molar mass comes out at 493.445 g mol⁻¹. Its structure (SMILES) is CCOS(C)(=O)=O.C[N+](=O)[O-].C[N+](=O)[O-].C[N+](=O)[O-].C[N+](=O)[O-].C[N+](=O)[O-].CO.CO. The energy comes out at -2199.60604 Eh. The calculation puts the HOMO-LUMO gap at 0.343 Eh.

The geometry in XYZ format:
```
62
C10H31N5O15S ωB97M-V/def2-TZVPD
C -5.362 0.948 -2.084
C -4.145 0.299 -1.510
O -4.457 -1.013 -1.089
S -3.294 -1.813 -0.154
C -2.209 -2.308 -1.628
O -2.560 -0.820 0.667
O -3.851 -3.063 0.415
H -5.589 0.447 -3.025
H -5.267 2.023 -2.239
H -6.206 0.786 -1.413
H -3.271 0.344 -2.160
H -3.850 0.860 -0.623
H -2.109 -3.390 -1.541
H -1.264 -1.766 -1.612
H -2.781 -2.049 -2.519
C 3.781 -2.912 -3.396
N 3.198 -2.731 -2.027
O 3.577 -3.571 -1.212
O 2.468 -1.761 -1.706
H 4.837 -3.017 -3.146
H 3.537 -2.050 -4.016
H 3.503 -3.844 -3.888
C 0.368 -3.819 3.327
N -0.551 -3.077 2.387
O -0.794 -1.897 2.605
O -0.868 -3.651 1.373
H 0.887 -4.542 2.698
H -0.224 -4.384 4.046
H 1.110 -3.157 3.773
C 1.575 3.183 3.190
N 1.577 4.165 2.136
O 2.504 4.209 1.340
O 0.544 4.863 2.029
H 2.492 2.614 3.038
H 0.745 2.490 3.052
H 1.573 3.678 4.161
C -2.645 3.633 1.218
N -3.027 4.122 -0.103
O -3.004 5.282 -0.279
O -3.356 3.305 -0.962
H -1.722 4.097 1.566
H -2.348 2.587 1.143
H -3.534 3.802 1.825
C 4.333 -0.721 1.240
N 3.178 -0.892 2.061
O 3.076 -0.122 3.007
O 2.385 -1.784 1.823
H 4.007 -0.337 0.274
H 4.664 -1.743 1.052
H 5.094 -0.122 1.739
C 0.575 0.299 0.485
O -0.229 0.806 1.520
H 1.579 0.716 0.560
H 0.710 -0.777 0.373
H 0.267 0.613 -0.513
H -1.062 0.333 1.583
C 1.591 1.283 -3.017
O 2.483 0.689 -3.942
H 0.731 1.619 -3.596
H 1.329 0.476 -2.333
H 2.017 2.140 -2.497
H 3.279 0.421 -3.477
```

***

No. 6
Entry from the Open Molecules 2025 dataset: 2 unconnected molecules or ions with the total composition C4H10N (ωB97M-V/def2-TZVPD).

The molar mass comes out at 72.131 g mol⁻¹. The energy comes out at -212.81612 Eh. The calculation puts the HOMO-LUMO gap at 0.357 Eh. As for the total charge: +1.

The geometry in XYZ format:
```
15
C4H10N ωB97M-V/def2-TZVPD
C 1.289 -0.288 1.543
C 0.822 0.414 -0.917
C 1.160 0.051 0.233
C 0.024 1.713 -0.965
N -1.381 -1.417 0.121
H 2.295 -0.166 2.013
H 0.550 -0.930 1.999
H 1.248 0.073 -1.877
H -2.085 -0.749 -0.182
H -0.223 2.106 0.106
H -0.857 1.543 -1.422
H 0.569 2.462 -1.467
H -1.599 -1.653 1.115
H -0.469 -0.919 0.162
H -1.343 -2.240 -0.463
```

***

No. 7
Entry from the Open Molecules 2025 dataset: a molecular structure, C4H6KO2 (ωB97M-V/def2-TZVPD).

The molar mass comes out at 125.188 g mol⁻¹. The energy comes out at -906.28263 Eh. The calculation puts the HOMO-LUMO gap (spin up / spin down) at 0.196 / 0.206 Eh. Its spin multiplicity is 2.

The geometry in XYZ format:
```
13
C4H6KO2 ωB97M-V/def2-TZVPD
C -0.693 0.187 -0.377
O -1.921 0.574 0.205
H -0.589 0.775 -1.307
H -2.190 1.414 -0.181
C -0.355 -1.348 -0.787
C 1.041 -1.168 -0.263
H -1.031 -2.200 -0.661
H 1.774 -0.876 -1.040
H 1.463 -1.978 0.358
C 0.563 0.095 0.526
O 1.097 1.340 0.385
K 0.614 3.409 1.602
H 0.228 -0.224 1.541
```

***

No. 8
Entry from the Open Molecules 2025 dataset: 2 unconnected molecules or ions with the total composition CHCl3O (ωB97M-V/def2-TZVPD).

The molar mass comes out at 135.377 g mol⁻¹. The energy comes out at -1494.36236 Eh. The calculation puts the HOMO-LUMO gap (spin up / spin down) at 0.292 / 0.290 Eh.

The geometry in XYZ format:
```
6
CHCl3O ωB97M-V/def2-TZVPD
C 0.605 -0.631 -0.034
O 2.060 0.831 0.637
Cl 1.419 -0.910 -1.494
Cl 0.675 -1.851 1.106
Cl 3.548 0.527 0.141
H -0.258 0.012 -0.074
```

***

No. 9
Entry from the Open Molecules 2025 dataset: a molecular structure, C14H42BrFN7O6P3Si2 (ωB97M-V/def2-TZVPD).

The molar mass comes out at 652.529 g mol⁻¹. The energy comes out at -5670.04310 Eh. The calculation puts the HOMO-LUMO gap at 0.244 Eh.

The geometry in XYZ format:
```
76
C14H42BrFN7O6P3Si2 ωB97M-V/def2-TZVPD
O 8.460 -2.543 -2.691
C 8.020 -1.369 -2.731
F 7.932 -0.585 -1.524
N 7.619 -0.680 -3.965
C 6.190 -0.962 -4.335
O 5.864 -2.120 -4.728
Si 4.978 0.543 -4.218
O 3.327 0.140 -4.532
Si 2.706 -1.060 -3.445
P 0.535 -0.702 -3.159
O -0.246 -2.243 -3.406
Br 0.086 -0.227 -0.972
H 8.230 -1.067 -4.703
H 5.421 1.491 -5.264
H 5.210 1.191 -2.920
H 2.807 -2.359 -4.152
H 3.466 -1.211 -2.205
H 0.429 -2.944 -3.561
O -2.473 -2.166 -0.491
P -3.134 -3.540 -0.257
N -3.975 -3.545 -1.734
C -5.211 -2.873 -2.066
C -3.161 -3.770 -2.926
N -3.980 -3.051 1.154
C -5.374 -2.658 1.235
C -3.216 -2.162 2.039
N -3.838 -5.163 0.029
C -2.807 -6.200 -0.087
C -5.091 -5.696 -0.477
H -5.733 -3.427 -2.856
H -5.045 -1.848 -2.416
H -5.914 -2.838 -1.240
H -3.180 -4.834 -3.191
H -2.119 -3.486 -2.762
H -3.509 -3.201 -3.792
H -5.591 -1.780 0.617
H -5.657 -2.409 2.262
H -6.047 -3.472 0.969
H -3.269 -1.121 1.709
H -2.163 -2.455 2.073
H -3.586 -2.217 3.067
H -2.574 -6.413 -1.138
H -3.118 -7.131 0.399
H -1.883 -5.878 0.403
H -5.020 -6.008 -1.527
H -5.925 -5.003 -0.392
H -5.380 -6.574 0.110
O 1.532 4.393 0.258
P 1.556 3.925 1.727
N -0.013 4.480 2.068
C -0.444 5.826 2.372
C -1.102 3.696 1.488
N 2.883 4.919 2.173
C 2.815 6.201 2.849
C 3.939 5.009 1.156
N 1.591 3.328 3.417
C 1.515 1.863 3.449
C 0.875 3.855 4.566
H -1.344 5.794 2.998
H -0.673 6.402 1.468
H 0.280 6.385 2.954
H -1.464 2.966 2.221
H -0.774 3.144 0.602
H -1.951 4.311 1.178
H 2.257 6.944 2.268
H 3.814 6.610 3.024
H 2.388 6.117 3.847
H 3.702 5.755 0.392
H 4.084 4.047 0.657
H 4.899 5.272 1.608
H 0.490 1.515 3.276
H 1.866 1.464 4.406
H 2.152 1.430 2.670
H -0.181 3.556 4.574
H 0.914 4.939 4.644
H 1.333 3.480 5.487
```

***

No. 10
Entry from the Open Molecules 2025 dataset: 2 unconnected molecules or ions with the total composition C4H6F6P2S (ωB97M-V/def2-TZVPD).

The molar mass comes out at 262.095 g mol⁻¹. The energy comes out at -1836.06689 Eh. The calculation puts the HOMO-LUMO gap (spin up / spin down) at 0.279 / 0.272 Eh.

The geometry in XYZ format:
```
19
C4H6F6P2S ωB97M-V/def2-TZVPD
C -0.729 1.204 -1.832
C 0.391 -1.346 1.900
C -2.452 0.246 0.160
C 2.920 0.434 -0.002
F -2.764 -0.618 -0.804
F -3.409 1.184 0.168
F -2.538 -0.413 1.327
F 3.005 1.107 -1.156
F 3.022 1.294 1.018
F 3.903 -0.464 0.073
P -0.753 1.081 -0.004
P 0.375 -0.837 0.131
S -0.017 -2.255 -1.132
H 0.240 1.611 -2.121
H -1.509 1.893 -2.159
H -0.871 0.225 -2.298
H 0.092 -2.393 1.955
H 1.395 -1.227 2.309
H -0.299 -0.724 2.467
```

***

No. 11
Entry from the Open Molecules 2025 dataset: 2 unconnected molecules or ions with the total composition C6H6N2OS2 (ωB97M-V/def2-TZVPD).

The molar mass comes out at 186.261 g mol⁻¹. Its structure (SMILES) is O/C=C/SC=S.N#CC=C=N. The energy comes out at -1213.24111 Eh. The calculation puts the HOMO-LUMO gap at 0.314 Eh.

The geometry in XYZ format:
```
17
C6H6N2OS2 ωB97M-V/def2-TZVPD
O 3.167 -0.219 -0.137
C 2.178 0.573 0.200
C 1.915 1.843 -0.120
S 0.457 2.645 0.467
C -0.842 1.689 -0.146
S -2.378 2.018 0.199
H 2.771 -1.146 -0.340
H 1.541 0.004 0.926
H 2.438 2.329 -0.946
H -0.573 0.796 -0.750
N 1.165 -2.012 -0.114
C 0.073 -1.978 0.214
C -1.334 -1.966 0.553
C -2.249 -1.363 -0.134
N -3.166 -0.943 -0.751
H -1.728 -2.257 1.613
H -3.434 -0.011 -0.733
```

***

No. 12
Entry from the Open Molecules 2025 dataset: a single C15H20N2O3S molecule (ωB97M-V/def2-TZVPD).

The molar mass comes out at 308.403 g mol⁻¹. Its structure (SMILES) is CCCCN(Cc1cc2ccccc2[nH]c1=O)S(C)(=O)=O. The energy comes out at -1317.02640 Eh. The calculation puts the HOMO-LUMO gap at 0.318 Eh.

The geometry in XYZ format:
```
41
C15H20N2O3S ωB97M-V/def2-TZVPD
C -4.251 0.875 1.815
C -2.823 0.469 1.468
C -1.836 1.599 1.764
C -0.389 1.255 1.383
N -0.005 1.843 0.117
C -0.411 1.167 -1.095
C 0.094 -0.249 -1.191
C 1.393 -0.564 -0.998
C 1.859 -1.912 -1.083
C 3.198 -2.269 -0.891
C 3.591 -3.583 -0.995
C 2.655 -4.572 -1.293
C 1.330 -4.248 -1.484
C 0.919 -2.918 -1.380
N -0.390 -2.561 -1.557
C -0.898 -1.284 -1.472
O -2.093 -1.089 -1.617
S 1.472 2.610 0.104
C 1.002 4.254 0.694
O 2.375 2.034 1.062
O 1.922 2.734 -1.252
H -4.557 1.735 1.225
H -4.937 0.058 1.609
H -4.332 1.135 2.869
H -2.776 0.187 0.417
H -2.545 -0.408 2.057
H -2.133 2.497 1.221
H -1.882 1.827 2.832
H -0.255 0.166 1.358
H 0.311 1.652 2.119
H -0.007 1.758 -1.919
H -1.503 1.161 -1.159
H 2.107 0.216 -0.773
H 3.911 -1.492 -0.660
H 4.625 -3.854 -0.847
H 2.970 -5.601 -1.374
H 0.602 -5.013 -1.713
H -1.066 -3.289 -1.759
H 0.529 4.149 1.660
H 0.323 4.674 -0.034
H 1.901 4.852 0.772
```

***

No. 13
Entry from the Open Molecules 2025 dataset: a molecular structure, C10H15CoN3OP (ωB97M-V/def2-TZVPD).

The molar mass comes out at 283.157 g mol⁻¹. The energy comes out at -2353.62426 Eh. The calculation puts the HOMO-LUMO gap (spin up / spin down) at 0.168 / 0.245 Eh. Its spin multiplicity is 4. As for the total charge: -1.

The geometry in XYZ format:
```
31
C10H15CoN3OP ωB97M-V/def2-TZVPD
C 0.267 0.720 -3.303
C -1.023 0.104 -3.159
C -0.844 -1.180 -2.557
C 0.559 -1.387 -2.348
C 1.264 -0.210 -2.768
Co -0.031 0.355 -1.360
P -0.590 2.473 -1.117
H 0.494 1.671 -3.765
H -1.973 0.544 -3.436
H -1.628 -1.881 -2.302
H 2.334 -0.041 -2.756
H 1.010 -2.292 -1.973
H -1.847 2.931 -0.672
H -0.618 3.230 -2.338
H 0.308 3.313 -0.422
C -1.086 0.943 3.733
N -0.485 0.078 2.713
C -0.119 -1.194 3.061
C 0.558 -1.957 2.154
C 0.902 -1.362 0.933
N 0.219 -0.277 0.472
C -0.404 0.515 1.417
O -0.872 1.650 1.111
N 1.908 -1.868 0.175
H -1.971 0.455 4.156
H -1.364 1.893 3.280
H -0.364 1.113 4.539
H -0.371 -1.483 4.079
H 0.920 -2.950 2.394
H 2.456 -2.633 0.550
H 2.392 -1.271 -0.491
```

***

No. 14
Entry from the Open Molecules 2025 dataset: 2 unconnected molecules or ions with the total composition C5H9O (ωB97M-V/def2-TZVPD).

The molar mass comes out at 85.126 g mol⁻¹. The energy comes out at -270.61421 Eh. The calculation puts the HOMO-LUMO gap (spin up / spin down) at 0.167 / 0.300 Eh. As for the total charge: +1.

The geometry in XYZ format:
```
15
C5H9O ωB97M-V/def2-TZVPD
C 2.742 0.151 0.038
C -0.178 -0.682 -0.867
C -1.922 -0.167 0.618
C 3.700 0.045 0.864
C -2.675 0.743 -0.329
O -0.776 -0.774 0.353
H 1.801 -0.097 -0.497
H 0.576 -1.383 -1.137
H -2.378 -0.318 1.654
H -0.736 -0.257 -1.720
H 4.543 0.729 1.087
H 3.672 -0.660 1.667
H -1.998 1.372 -0.974
H -3.064 -0.025 -1.057
H -3.307 1.322 0.299
```

***

No. 15
Entry from the Open Molecules 2025 dataset: a molecular structure, C4H5LiMnO2 (ωB97M-V/def2-TZVPD).

The molar mass comes out at 146.961 g mol⁻¹. The energy comes out at -1463.68668 Eh. The calculation puts the HOMO-LUMO gap (spin up / spin down) at 0.298 / 0.286 Eh. Its spin multiplicity is 6. As for the total charge: +2.

The geometry in XYZ format:
```
13
C4H5LiMnO2 ωB97M-V/def2-TZVPD
H 0.164 2.733 1.364
C -0.662 0.317 -0.030
C -0.757 -1.143 -0.261
C 0.707 -1.571 -0.333
C 1.547 -0.354 -0.205
O 0.693 0.679 -0.197
O -1.492 1.199 -0.025
Mn -1.327 3.037 0.554
Li 1.765 2.344 0.571
H -1.330 -1.313 -1.183
H -1.321 -1.595 0.566
H 0.997 -2.058 -1.279
H 1.017 -2.276 0.456
```